No. 1
22
Properties=species:S:1:pos:R:3 method="wB97M-V/def2-TZVPD" spin_multiplicity=1 total_charge=+1 homo_energy_ev=-12.93 gap_ev=9.68 energy_ha=-366.7176 lumo_energy_ev=-3.2556 de_lowest_ev=1.351
C 0.8591 -2.0394 -1.9672
C 0.6854 -0.5530 -2.1285
C 0.3085 0.1342 -3.1976
N 0.8523 0.2417 -0.8627
H 0.0156 -2.4446 -1.4132
H 0.9025 -2.4854 -2.9546
H 1.8094 -2.2349 -1.4723
H 0.0230 1.1754 -3.2110
H 0.2285 -0.4639 -4.0948
H 1.7884 0.6044 -0.6603
H 0.5590 -0.3463 -0.0569
H 0.1816 1.0117 -0.8883
C -0.4316 -0.8561 1.9092
C -0.6704 0.4575 2.0077
O 0.1309 1.1788 2.8595
C -1.6800 1.2461 1.2109
H -1.0997 -1.4902 1.3428
H 0.2705 -1.2661 2.6212
H -0.3749 1.9596 3.0851
H -2.2275 0.5813 0.5483
H -2.3643 1.6460 1.9664
H -1.2537 2.0981 0.6803


No. 2
40
Properties=species:S:1:pos:R:3 method="wB97M-V/def2-TZVPD" smiles="CCC[C@@H](CCC(=O)Nc1cc([N+](=O)[O-])ccc1O)C(=O)O" spin_multiplicity=1 homo_energy_ev=-8.81 gap_ev=8.56 energy_ha=-1105.2093 lumo_energy_ev=-0.2484 de_lowest_ev=2.418
C -5.0226 -0.8885 -2.1205
C -3.9850 -0.1095 -1.3212
C -3.1615 -1.0367 -0.4303
C -2.1744 -0.2797 0.4734
C -1.4432 -1.2551 1.4045
C -0.6787 -0.5420 2.5302
C 0.3033 0.4510 1.9528
O 0.0773 1.6545 1.9681
N 1.4060 -0.1104 1.4175
C 2.4495 0.4145 0.6262
C 3.5423 -0.4221 0.4587
C 4.6187 -0.0545 -0.3356
N 5.7257 -0.9503 -0.4724
O 5.6816 -2.0025 0.1360
O 6.6472 -0.6083 -1.1850
C 4.6181 1.1686 -1.0001
C 3.5386 2.0010 -0.8436
C 2.4400 1.6604 -0.0408
O 1.4447 2.5432 -0.0008
C -1.1674 0.4352 -0.4069
O -0.2050 -0.0928 -0.9058
O -1.4581 1.7192 -0.5807
H -4.5387 -1.6259 -2.7570
H -5.5996 -0.2168 -2.7509
H -5.7083 -1.4078 -1.4545
H -3.3259 0.4225 -2.0093
H -4.4865 0.6365 -0.7011
H -2.6020 -1.7403 -1.0510
H -3.8382 -1.6127 0.2052
H -2.7145 0.4749 1.0508
H -2.1699 -1.9315 1.8569
H -0.7545 -1.8494 0.7994
H -1.3801 0.0121 3.1556
H -0.1616 -1.2785 3.1477
H 1.4882 -1.1122 1.5309
H 3.5716 -1.3877 0.9432
H 5.4567 1.4386 -1.6216
H 3.4945 2.9537 -1.3466
H 0.8382 2.3589 0.7745
H -0.7666 2.1704 -1.0960


No. 3
35
Properties=species:S:1:pos:R:3 method="wB97M-V/def2-TZVPD" spin_multiplicity=1 total_charge=-1 homo_energy_ev=-6.14 gap_ev=8.88 energy_ha=-1028.9336 lumo_energy_ev=2.7382 de_lowest_ev=1.404
C -0.2345 -1.0252 -0.6649
O 0.8445 -0.7912 -1.2669
O -1.1775 -1.5472 -1.3239
O -0.4875 -0.6732 0.5121
H -0.7725 -1.7132 -2.1609
O 2.3645 1.4578 -1.5989
H 2.1595 0.4718 -1.5529
H 2.4915 1.5038 -2.5259
O -0.3515 0.3918 -3.9779
H -1.2315 0.0398 -3.9149
H -0.0965 0.5128 -3.1009
O 1.8305 -1.0902 2.2241
H 1.1885 -1.1792 1.4971
H 1.2815 -0.6722 2.8701
O 3.4475 -1.1712 -2.3719
H 2.5095 -1.1792 -2.2869
H 3.8085 -1.7322 -1.7039
O -0.0635 2.4658 -1.4829
H 0.8045 2.0408 -1.6079
H -0.6055 2.0618 -0.8229
O 0.8915 1.6958 1.3421
H 1.2635 1.7748 2.1791
H 0.4885 0.8358 1.2771
O -1.6665 -2.1252 2.6511
H -1.3005 -1.8532 1.8201
H -0.9825 -2.7272 3.0021
O -3.3255 -0.7242 0.2021
H -2.4425 -1.0872 -0.0549
H -3.8295 -0.6372 -0.5859
O 0.0425 0.3398 3.7091
H -0.8025 0.0308 3.4021
H -0.0575 0.5418 4.6601
O -1.9375 1.9618 0.1901
H -2.0735 1.1178 0.6601
H -1.9765 2.6828 0.8081